(1)
{"formula": "C4H10ClNO2P", "method": "ωB97M-V/def2-TZVPD", "e_tot_ha": -1164.9718, "e_homo_ev": -14.1473, "largest_force_ev_per_a": 0.48, "smiles": "OP(Cl)[NH+]1CCOCC1", "de_lowest_kcal_mol": 17.3, "total_charge": 1, "homo_lumo_gap_ev": 10.590, "multiplicity": 1, "elements": ["O", "P", "Cl", "N", "C", "C", "O", "C", "C", "H", "H", "H", "H", "H", "H", "H", "H", "H", "H"], "coordinates": [[1.39134, 1.70575, -1.20297], [0.19040, 2.30299, -0.31873], [1.18064, 2.47254, 1.40554], [-0.83902, 0.69557, 0.01673], [-0.70780, -0.03250, 1.33270], [0.53977, -0.89057, 1.36839], [0.59370, -1.81305, 0.30593], [0.42166, -1.26631, -0.97658], [-0.78591, -0.34766, -1.07701], [1.15872, 1.52271, -2.12944], [-1.78509, 1.07962, -0.01488], [-1.59039, -0.66809, 1.41896], [-0.72598, 0.68665, 2.14743], [0.49106, -1.47708, 2.28488], [1.45199, -0.28768, 1.41839], [0.21359, -2.10583, -1.63992], [1.34040, -0.79290, -1.33424], [-0.84453, 0.15515, -2.04306], [-1.69455, -0.93931, -0.96212]], "atomic_forces_ev_per_a": [[-0.240, -0.326, -0.028], [-0.057, 0.091, -0.442], [0.025, 0.072, 0.137], [0.238, -0.333, 0.256], [-0.100, -0.013, 0.025], [0.207, 0.084, 0.108], [-0.409, -0.214, 0.056], [0.153, 0.016, -0.168], [-0.167, 0.128, -0.021], [0.174, 0.308, 0.118], [0.018, 0.028, 0.055], [-0.027, 0.002, -0.048], [0.057, 0.032, -0.027], [0.068, -0.033, -0.008], [-0.044, 0.054, -0.149], [0.081, -0.013, -0.015], [-0.011, 0.123, 0.165], [0.073, -0.038, -0.034], [-0.038, 0.031, 0.019]], "nbo_charge": [-0.9774, 1.2879, -0.2093, -0.6232, -0.2608, -0.0994, -0.4935, -0.0945, -0.2605, 0.5248, 0.4322, 0.2292, 0.2442, 0.2334, 0.1908, 0.2301, 0.1886, 0.2222, 0.2352]}

(2)
{"formula": "C17H17AlF6N5O4S4", "method": "ωB97M-V/def2-TZVPD", "e_tot_ha": -3666.9872, "e_homo_ev": -10.8507, "largest_force_ev_per_a": 0.43, "total_charge": 1, "homo_lumo_gap_ev": 6.529, "multiplicity": 1, "elements": ["Al", "S", "C", "N", "N", "C", "C", "C", "C", "C", "C", "N", "N", "C", "C", "C", "C", "C", "C", "H", "H", "H", "H", "H", "H", "H", "H", "H", "H", "H", "F", "C", "F", "F", "S", "O", "O", "N", "S", "O", "O", "C", "F", "F", "F", "C", "S", "C", "H", "H", "H", "H", "H", "H"], "coordinates": [[-1.07667, -0.89767, -0.50209], [-0.80171, -0.29137, 1.64051], [0.49458, 0.81324, 1.19074], [1.27947, 1.43983, 2.06028], [1.10990, 1.20830, 3.29603], [1.90985, 1.80675, 4.30429], [2.92623, 2.69563, 3.98489], [3.69963, 3.21550, 5.00847], [3.46102, 2.85456, 6.32886], [2.43042, 1.97768, 6.63255], [1.64827, 1.44963, 5.61900], [0.76180, 1.15079, -0.07673], [0.09578, 0.58941, -1.01290], [0.42363, 1.13583, -2.30969], [0.60075, 0.30454, -3.40904], [0.93918, 0.85268, -4.63708], [1.10034, 2.22164, -4.77254], [0.92949, 3.04803, -3.66986], [0.59388, 2.51026, -2.43934], [0.39110, 0.54287, 3.58506], [3.09656, 2.97002, 2.95278], [4.49522, 3.90970, 4.77235], [4.07894, 3.25700, 7.12020], [2.23049, 1.70303, 7.65948], [0.83417, 0.76836, 5.84377], [0.51304, -0.76592, -3.30427], [1.08404, 0.20202, -5.48953], [1.36378, 2.64611, -5.73240], [1.05216, 4.11856, -3.76583], [0.44644, 3.14556, -1.57647], [-1.79344, -3.69765, -3.87368], [-2.42186, -2.63256, -4.33634], [-1.63161, -1.95262, -5.14851], [-3.53350, -2.97649, -4.94597], [-2.83066, -1.51199, -2.92773], [-1.49845, -1.40108, -2.23996], [-3.34440, -0.27954, -3.41353], [-3.77601, -2.43882, -2.08378], [-4.00969, -2.09160, -0.57085], [-4.35988, -3.21056, 0.21913], [-2.85135, -1.28105, -0.07371], [-5.43131, -0.85989, -0.46330], [-5.76452, -0.47432, -1.67663], [-5.04041, 0.17846, 0.25295], [-6.43704, -1.46707, 0.12239], [0.57144, -3.56808, 0.91753], [0.63232, -2.72831, -0.67813], [2.20760, -1.86519, -0.52464], [0.65997, -2.84187, 1.72258], [1.37518, -4.29989, 0.95554], [-0.38841, -4.07749, 0.98445], [2.99574, -2.61449, -0.49061], [2.22330, -1.25364, 0.37572], [2.33523, -1.23680, -1.40440]], "atomic_forces_ev_per_a": [[0.346, -0.135, -0.210], [0.228, 0.141, 0.052], [-0.092, -0.071, 0.100], [-0.052, 0.051, -0.300], [0.040, -0.019, 0.287], [0.018, -0.043, 0.007], [-0.024, 0.019, -0.121], [0.002, 0.016, -0.005], [0.020, 0.005, 0.005], [-0.034, -0.013, 0.025], [-0.092, -0.051, -0.025], [0.096, 0.189, 0.062], [0.062, -0.065, -0.012], [-0.029, -0.040, -0.113], [0.067, 0.000, 0.140], [0.004, -0.068, -0.023], [0.012, 0.078, 0.006], [-0.008, -0.002, 0.017], [-0.134, -0.027, 0.072], [-0.005, 0.029, 0.047], [0.035, -0.009, 0.036], [-0.010, -0.019, 0.002], [-0.023, 0.016, -0.011], [0.013, 0.001, -0.014], [0.052, 0.003, 0.030], [-0.039, -0.065, -0.038], [0.005, -0.002, 0.016], [-0.019, -0.015, 0.016], [0.002, -0.013, -0.009], [0.023, 0.015, -0.022], [0.023, -0.063, -0.032], [-0.016, 0.040, 0.095], [0.053, -0.011, -0.071], [-0.026, -0.009, -0.057], [0.090, 0.076, 0.073], [-0.219, 0.174, -0.253], [0.031, -0.189, 0.019], [-0.125, 0.206, 0.108], [0.120, -0.117, -0.113], [0.073, -0.010, -0.059], [-0.083, -0.119, 0.171], [0.109, -0.078, 0.028], [-0.032, 0.055, -0.097], [-0.014, 0.067, 0.039], [-0.116, -0.007, 0.018], [-0.029, 0.009, -0.035], [-0.306, 0.024, 0.129], [-0.026, 0.068, 0.024], [0.000, -0.009, 0.001], [-0.014, 0.003, -0.002], [0.021, -0.020, 0.002], [0.001, 0.025, -0.010], [0.005, -0.001, -0.008], [0.014, -0.022, 0.013]], "nbo_charge": [1.6675, -0.3665, 0.0456, -0.0740, -0.2818, 0.1786, -0.2453, -0.1806, -0.1912, -0.1862, -0.2471, -0.0787, -0.4748, 0.0804, -0.1847, -0.2118, -0.1871, -0.1904, -0.1960, 0.3975, 0.2421, 0.2300, 0.2302, 0.2308, 0.2194, 0.2081, 0.2263, 0.2296, 0.2298, 0.2326, -0.2861, 0.7777, -0.2869, -0.2741, 2.2204, -1.0574, -0.8403, -1.1655, 2.2260, -0.8337, -1.0586, 0.7748, -0.2826, -0.2863, -0.2750, -0.7391, 0.2939, -0.7382, 0.2418, 0.2471, 0.2514, 0.2503, 0.2339, 0.2540]}